# 1
DFT (ωB97M-V with the def2-TZVPD basis set) results for C3H2Br2F2 as an isolated structure.

Output
2S+1: 1
Total charge: 0
Relative energy (zero: lowest compared OMol25 entry of this formula, charge and spin) (eV): 3.140
Frontier orbital gap (eV): 8.006
HOMO energy (eV): -9.38
Strongest force on any atom (eV/A): 2.31

Geometry (Å):
Br 3.71634 1.55690 0.21082
Br 4.24309 -1.48867 -0.22881
F 0.37263 0.01091 0.17091
F -0.11467 -0.82294 2.13111
C 3.48646 0.10327 -0.89739
C 0.67072 -2.36170 0.57572
C 0.31017 -1.10080 0.89889
H 1.31806 -2.58586 -0.23966
H 0.85938 -3.03697 1.39190

Atomic forces in eV per Å
0.185 0.099 0.405
0.067 0.309 0.179
-0.244 -0.908 0.327
-0.148 0.303 -0.612
-0.212 -0.399 -0.586
0.707 2.040 0.818
0.739 -1.530 0.181
-0.319 0.216 -1.049
-0.775 -0.129 0.338

These are the Löwdin partial charges, in e, on atoms 1 to 8:
1 Br 0.5819
2 Br 0.5360
3 F 0.1015
4 F 0.1017
5 C -1.0647
6 C 0.0677
7 C -0.4188
8 H 0.0279


# 2
DFT (ωB97M-V with the def2-TZVPD basis set) results for C3H2Br2N2 as an isolated structure.

Output
2S+1: 1
Total charge: 0
Relative energy (zero: lowest compared OMol25 entry of this formula, charge and spin) (eV): 5.004
Frontier orbital gap (alpha / beta) (eV): 7.357 / 7.355
HOMO energy (alpha / beta) (eV): -7.94 / -7.94
Strongest force on any atom (eV/A): 4.42

Geometry (Å):
Br 1.97568 -2.96786 0.05816
Br -4.74399 -1.03921 -0.13281
N -2.01301 -0.74074 0.19287
N 0.29993 -1.08839 0.07264
C -0.80464 -0.31110 0.00344
C -3.12813 -0.73930 0.68177
C 0.23987 -2.39482 -0.17458
H -0.65504 0.82411 -0.22132
H 1.31738 -0.67052 0.02175

Atomic forces in eV per Å
1.491 -1.161 -0.041
-0.339 -0.277 -0.704
2.272 0.759 -0.572
3.253 -1.019 -1.120
-2.673 3.505 -0.383
-0.185 0.165 1.299
-0.796 0.585 0.476
-0.275 -2.318 0.507
-2.747 -0.239 0.538

These are the Löwdin partial charges, in e, on atoms 1 to 8:
1 Br 0.6748
2 Br 0.6691
3 N -0.0447
4 N -0.2024
5 C -0.2128
6 C -0.6192
7 C -0.5621
8 H 0.1678


# 3
DFT (ωB97M-V with the def2-TZVPD basis set) results for one molecule with the formula C3H2Br2P2.

Output
2S+1: 1
Total charge: 0
Relative energy (zero: lowest compared OMol25 entry of this formula, charge and spin) (eV): 2.417
Frontier orbital gap (eV): 8.543
HOMO energy (eV): -9.47
Strongest force on any atom (eV/A): 4.59

Geometry (Å):
Br -5.04421 0.33700 0.23009
Br -0.59289 -2.73526 0.03079
P 0.79837 0.12469 1.63434
P -0.35560 0.62845 0.00382
C -3.47292 -0.23070 -0.37825
C -1.02672 -0.93497 -0.72870
C -2.46120 -0.64115 -0.79742
H -0.40761 -0.89128 -1.63896
H 1.17024 1.43840 1.84024

Atomic forces in eV per Å
-0.360 0.128 0.043
-0.309 0.894 -0.190
-0.974 -0.936 -1.165
1.073 0.252 1.594
-3.418 1.074 0.918
0.603 -0.218 -0.195
4.224 -1.617 -0.800
-0.924 -0.498 -0.215
0.085 0.920 0.010

These are the Löwdin partial charges, in e, on atoms 1 to 8:
1 Br 0.8046
2 Br 0.5347
3 P 0.3987
4 P 0.5284
5 C -0.6978
6 C -1.0262
7 C -0.3122
8 H 0.0261


# 4
DFT (ωB97M-V with the def2-TZVPD basis set) results for a 2-piece molecular cluster, C3H2Br2S2 overall.

Output
⟨S²⟩: 2.0231
2S+1: 3
Total charge: 0
Relative energy (zero: lowest compared OMol25 entry of this formula, charge and spin) (eV): 0.000
Frontier orbital gap (alpha / beta) (eV): 5.979 / 6.328
HOMO energy (alpha / beta) (eV): -6.82 / -9.46
Strongest force on any atom (eV/A): 4.53

Geometry (Å):
Br 0.63704 2.12895 2.44514
Br -2.18106 0.96174 0.07120
S -1.77345 -2.12328 -0.00698
S 1.65292 2.12327 0.49626
C 1.59644 0.48806 0.11049
C -1.66261 -0.68545 -0.70365
C 1.51306 -0.66556 -0.22168
H 1.50893 -1.68171 -0.48122
H -1.29127 -0.54602 -1.70957

Atomic forces in eV per Å
-1.950 0.232 3.885
0.059 -0.159 -0.108
0.010 0.518 -0.175
1.766 -1.662 -3.824
0.213 2.488 0.060
-0.211 -0.536 0.336
0.143 -0.429 0.064
-0.096 -0.611 -0.164
0.067 0.161 -0.075

These are the Löwdin partial charges, in e, on atoms 1 to 8:
1 Br 0.1279
2 Br 0.6185
3 S 0.6256
4 S 0.4190
5 C -0.6543
6 C -1.2106
7 C 0.0513
8 H 0.0319


# 5
DFT (ωB97M-V with the def2-TZVPD basis set) results for a 2-piece molecular cluster, C3H2BrCl3O overall.

Output
2S+1: 1
Total charge: 0
Relative energy (zero: lowest compared OMol25 entry of this formula, charge and spin) (eV): 1.545
Frontier orbital gap (alpha / beta) (eV): 7.791 / 7.795
HOMO energy (alpha / beta) (eV): -9.20 / -9.20
Strongest force on any atom (eV/A): 2.60

Geometry (Å):
Br -0.09534 2.09727 1.84946
Cl 0.94605 -1.68620 -1.88013
Cl -0.94906 1.76529 -1.05353
Cl -0.87619 -0.91524 1.86810
O -1.49821 -1.13330 -1.17580
C -0.38083 -1.21821 -0.77046
C 0.23773 1.49988 0.13124
C 0.15351 -0.91020 0.50837
H 1.19856 -1.07138 0.72460
H 1.26378 1.57208 -0.20184

Atomic forces in eV per Å
0.080 0.296 -0.091
0.160 0.024 -0.235
0.171 0.194 0.135
-0.123 -0.454 -0.053
0.136 -0.103 0.280
-0.407 -0.091 -0.845
-0.185 -2.114 -0.024
0.344 2.425 0.876
-0.102 -0.208 -0.051
-0.075 0.030 0.007

These are the Löwdin partial charges, in e, on atoms 1 to 8:
1 Br 0.7102
2 Cl 0.6317
3 Cl 0.6687
4 Cl 0.6402
5 O -0.0009
6 C -0.9863
7 C -1.0941
8 C -0.6518


# 6
DFT (ωB97M-V with the def2-TZVPD basis set) results for one molecule with the formula C3H2BrF3.

Output
Structure (SMILES): FC/C(F)=C(/F)Br
2S+1: 1
Total charge: 0
Relative energy (zero: lowest compared OMol25 entry of this formula, charge and spin) (eV): 0.611
Frontier orbital gap (eV): 10.424
HOMO energy (eV): -9.77
Strongest force on any atom (eV/A): 0.73

Geometry (Å):
Br -2.08239 2.66501 -0.23437
F 0.68195 0.87194 2.16786
F -1.08772 2.92956 2.25478
F 0.73237 1.03772 -1.11675
C 0.15973 0.30673 -0.10681
C -0.93982 2.18086 1.17035
C -0.07804 1.16681 1.09785
H -0.77602 -0.10117 -0.50578
H 0.85697 -0.49587 0.15196

Atomic forces in eV per Å
0.143 -0.063 0.134
-0.019 0.106 0.018
0.141 -0.103 -0.011
0.367 0.382 -0.505
-0.297 -0.191 0.270
0.047 -0.361 -0.140
-0.289 0.197 -0.088
0.134 -0.010 0.202
-0.227 0.041 0.120

These are the Löwdin partial charges, in e, on atoms 1 to 8:
1 Br 0.8371
2 F 0.0770
3 F 0.0360
4 F -0.0411
5 C -0.1739
6 C -0.6961
7 C -0.2885
8 H 0.1178


# 7
DFT (ωB97M-V with the def2-TZVPD basis set) results for C3H2CaLiO2 as an isolated structure.

Output
⟨S²⟩: 0.7541
2S+1: 2
Total charge: +2
Frontier orbital gap (alpha / beta) (eV): 6.581 / 7.405
HOMO energy (alpha / beta) (eV): -16.64 / -17.77
Strongest force on any atom (eV/A): 3.41

Geometry (Å):
Ca 2.26240 0.23245 0.94490
O -0.20530 1.09123 0.54914
O 0.24452 0.11522 -1.28829
C -0.03946 1.16614 -0.69428
C -2.77134 -1.16594 0.13867
C -2.57017 0.04976 0.32133
Li -1.01227 -1.44992 -1.27585
H -3.00686 -2.01973 0.76788
H -2.98912 0.99946 0.00483

Atomic forces in eV per Å
-1.758 0.652 -0.559
1.750 2.079 0.446
0.837 -0.344 -2.010
-0.208 -2.439 2.378
0.750 1.570 2.084
-1.984 -1.936 -1.875
-0.165 0.470 -0.229
0.009 -0.305 -0.723
0.770 0.253 0.488

These are the Löwdin partial charges, in e, on atoms 1 to 8:
1 Ca 1.8212
2 O -0.1815
3 O -0.1739
4 C -0.4244
5 C -0.0126
6 C 0.0345
7 Li 0.7757
8 H 0.0673


# 8
DFT (ωB97M-V with the def2-TZVPD basis set) results for one molecule with the formula C3H2Cl2N2.

Output
Structure (SMILES): [H]/N=C(\Cl)C1=N[C@@H]1Cl
2S+1: 1
Total charge: 0
Relative energy (zero: lowest compared OMol25 entry of this formula, charge and spin) (eV): 3.290
Frontier orbital gap (eV): 9.546
HOMO energy (eV): -9.64
Strongest force on any atom (eV/A): 4.83

Geometry (Å):
Cl 0.08915 2.18771 0.23558
Cl -2.63545 -0.40537 0.77384
N 2.15486 0.51291 0.01338
N -0.81341 -0.98486 -1.35852
C -1.17860 -1.04640 0.10095
C 0.94301 0.70047 -0.28101
C -0.04061 -0.23635 -0.71130
H -0.93577 -2.05243 0.66250
H 2.41681 1.32432 0.56457

Atomic forces in eV per Å
0.033 -0.287 -0.310
-0.076 0.486 -0.487
-1.148 -0.138 -0.423
-0.287 0.264 -0.321
3.241 -1.215 -0.497
0.741 0.984 0.706
-3.087 -2.442 2.807
-0.086 2.265 -1.427
0.670 0.083 -0.049

These are the Löwdin partial charges, in e, on atoms 1 to 8:
1 Cl 0.6455
2 Cl 0.5936
3 N 0.1195
4 N 0.1459
5 C -0.6819
6 C -0.7170
7 C -0.2713
8 H 0.1180


# 9
DFT (ωB97M-V with the def2-TZVPD basis set) results for one molecule with the formula C3H2Cl2N2O2S.

Output
2S+1: 1
Total charge: 0
Relative energy (zero: lowest compared OMol25 entry of this formula, charge and spin) (eV): 0.792
Frontier orbital gap (alpha / beta) (eV): 7.619 / 7.623
HOMO energy (alpha / beta) (eV): -8.84 / -8.85
Strongest force on any atom (eV/A): 4.47

Geometry (Å):
Cl -2.65705 1.60896 1.17113
Cl 1.09482 -2.02188 0.91836
S -0.36102 0.49636 -0.30726
O 0.10168 1.83413 -0.22091
O 0.16114 -0.16015 -1.48369
N -2.94494 -1.81272 -0.54848
N 2.52612 0.08248 0.34002
C -2.20635 0.63998 -0.13079
C -2.66971 -0.71278 -0.29206
C 1.29064 -0.44644 0.50681
H 2.37416 1.04964 -0.13817
H 3.29050 -0.55758 0.18506

Atomic forces in eV per Å
-0.569 0.282 0.521
0.209 -1.163 0.337
-0.003 0.836 -0.902
0.707 2.004 1.106
-1.148 -1.316 -0.743
0.123 1.112 0.295
-4.243 1.070 -0.889
2.888 -2.129 -0.695
-0.679 -0.738 -0.003
1.215 1.736 0.016
1.095 -2.012 1.068
0.406 0.319 -0.109

These are the Löwdin partial charges, in e, on atoms 1 to 8:
1 Cl 0.6812
2 Cl 0.8126
3 S 0.5898
4 O -0.3750
5 O -0.3454
6 N 0.1473
7 N 0.0932
8 C -0.7685


# 10
DFT (ωB97M-V with the def2-TZVPD basis set) results for a 2-piece molecular cluster, C3H2Cl2O2 overall.

Output
Structure (SMILES): O=C(Cl)Cl.C=C=O
2S+1: 1
Total charge: 0
Relative energy (zero: lowest compared OMol25 entry of this formula, charge and spin) (eV): 1.549
Frontier orbital gap (eV): 9.692
HOMO energy (eV): -9.58
Strongest force on any atom (eV/A): 3.31

Geometry (Å):
Cl -2.46926 1.52515 -0.07982
Cl -2.98958 -1.06932 0.94032
O 0.80381 -2.82620 0.01034
O -2.86579 -0.41813 -1.66474
C 0.44073 -1.78268 -0.36458
C -2.75909 -0.13199 -0.49008
C 0.01524 -0.57130 -0.61581
H -0.36426 -0.29526 -1.54143
H 0.32668 0.10491 0.09310

Atomic forces in eV per Å
0.153 0.485 0.281
-0.064 -0.435 -0.453
-0.387 0.898 -0.659
0.106 -0.307 3.297
0.337 -1.204 0.828
-0.635 0.294 -3.074
0.533 -1.806 -0.269
-0.544 0.388 -1.376
0.500 1.686 1.427

These are the Löwdin partial charges, in e, on atoms 1 to 8:
1 Cl 0.6602
2 Cl 0.6823
3 O 0.1734
4 O -0.0317
5 C -0.2333
6 C -1.3098
7 C -0.0360
8 H 0.0462


# 11
DFT (ωB97M-V with the def2-TZVPD basis set) results for C3H2Cl3F2O3S as an isolated structure.

Output
2S+1: 1
Total charge: -1
Relative energy (zero: lowest compared OMol25 entry of this formula, charge and spin) (eV): 3.619
Frontier orbital gap (alpha / beta) (eV): 5.009 / 8.804
HOMO energy (alpha / beta) (eV): -5.02 / -6.28
Strongest force on any atom (eV/A): 3.10

Geometry (Å):
Cl 1.26910 -0.34522 4.03219
Cl 2.91040 0.66517 0.85322
Cl -0.68519 -2.05031 -0.81865
S -0.98869 -0.00110 -2.80030
F -1.57540 0.19951 -0.05127
F 0.63102 1.92896 2.30986
O 0.14260 -0.74416 -3.36030
O -2.34692 -0.58234 -2.90569
O -0.97436 1.40211 -2.90949
C -0.78674 -0.36135 -0.96193
C 0.41977 0.62413 2.04994
C 1.26953 -0.05310 1.22013
H -0.68583 0.42492 2.23548
H 1.40073 -1.10722 1.10682

Atomic forces in eV per Å
-0.364 0.220 -0.452
-2.041 -0.482 0.400
0.082 -0.893 0.856
-0.917 -2.680 1.123
-0.410 0.155 -0.200
0.163 -0.839 -0.484
-1.340 0.731 0.245
1.569 0.216 -0.502
0.416 2.419 -0.420
0.670 0.047 -0.823
-1.718 1.074 1.478
2.917 0.792 -0.675
1.885 -0.422 -0.408
-0.912 -0.338 -0.138

These are the Löwdin partial charges, in e, on atoms 1 to 8:
1 Cl 0.0719
2 Cl 0.5592
3 Cl 0.6932
4 S 0.3462
5 F -0.0360
6 F -0.0123
7 O -0.3795
8 O -0.3808


# 12
DFT (ωB97M-V with the def2-TZVPD basis set) results for a 2-piece molecular cluster, C3H2Cl3NO overall.

Output
2S+1: 1
Total charge: 0
Relative energy (zero: lowest compared OMol25 entry of this formula, charge and spin) (eV): 2.893
Frontier orbital gap (alpha / beta) (eV): 8.987 / 6.815
HOMO energy (alpha / beta) (eV): -9.48 / -8.38
Strongest force on any atom (eV/A): 3.55

Geometry (Å):
Cl -2.98947 1.17504 -0.50248
Cl -1.35813 -1.17105 -1.33408
Cl -2.27473 -0.98817 1.46316
O 1.38383 -1.20790 0.32427
N 0.62171 1.95337 -0.71881
C -1.89725 -0.08626 0.03726
C 1.81880 0.04665 0.40035
C 1.17095 1.12206 -0.17065
H 2.87775 0.18988 0.70839
H 0.64655 -1.03362 -0.20740

Atomic forces in eV per Å
0.866 -0.963 0.649
-0.457 1.062 1.152
0.096 0.652 -0.550
1.225 0.118 0.872
-1.437 2.297 -1.234
-0.674 -0.733 -1.306
3.259 0.817 1.134
0.831 -1.900 0.796
-1.076 -0.221 -0.005
-2.635 -1.129 -1.510

These are the Löwdin partial charges, in e, on atoms 1 to 8:
1 Cl 0.5467
2 Cl 0.5145
3 Cl 0.5699
4 O 0.0437
5 N 0.1742
6 C -1.4862
7 C -0.1800
8 C -0.2682